{"formula": "C22H42F12MnN6O18S4", "method": "ωB97M-V/def2-TZVPD", "elements": ["Mn", "S", "S", "S", "S", "F", "F", "F", "F", "F", "F", "F", "F", "F", "F", "F", "F", "O", "O", "O", "O", "O", "O", "O", "O", "O", "O", "O", "O", "O", "O", "O", "O", "O", "O", "N", "N", "N", "N", "N", "N", "C", "C", "C", "C", "C", "C", "C", "C", "C", "C", "C", "C", "C", "C", "C", "C", "C", "C", "C", "C", "C", "C", "H", "H", "H", "H", "H", "H", "H", "H", "H", "H", "H", "H", "H", "H", "H", "H", "H", "H", "H", "H", "H", "H", "H", "H", "H", "H", "H", "H", "H", "H", "H", "H", "H", "H", "H", "H", "H", "H", "H", "H", "H", "H"], "positions_angstrom": [[-3.846, 0.226, -0.673], [-1.112, 0.637, 1.325], [-4.198, 2.984, -2.708], [-4.216, -2.945, 0.774], [-5.987, 1.081, 2.098], [-0.053, -0.977, -0.643], [1.264, -0.474, 1.047], [-5.994, 4.658, -3.688], [-1.837, -3.649, -0.137], [-5.925, 4.562, -1.494], [-2.790, -5.167, 1.092], [0.801, 0.975, -0.473], [-7.513, 3.279, 2.375], [-6.901, 2.999, -2.667], [-8.112, 1.909, 0.795], [-6.429, 3.250, 0.525], [-1.891, -3.449, 2.030], [-4.248, 2.272, -3.982], [-3.283, 4.105, -2.601], [-4.999, -3.875, -0.018], [-4.679, -2.675, 2.123], [-3.889, -1.721, 0.022], [-2.244, 0.712, 0.377], [-0.661, 1.928, 1.784], [-1.233, -0.337, 2.387], [2.448, -1.790, 5.857], [1.957, 4.127, -0.708], [6.954, -0.348, 3.574], [4.179, -5.041, 0.179], [-5.120, 0.820, 0.959], [2.533, 2.998, -4.964], [-2.632, -0.323, -2.371], [-6.947, 0.041, 2.409], [-4.123, 2.072, -1.577], [-5.295, 1.687, 3.225], [2.409, 3.773, 1.456], [0.345, 2.699, -4.366], [-1.789, -1.074, -4.369], [4.685, -0.542, 3.330], [1.900, -3.380, 4.368], [3.215, -3.151, -0.601], [4.777, -1.540, 2.275], [-7.058, 2.475, 1.405], [0.724, -2.699, 3.860], [1.994, 3.791, 2.846], [-2.642, -0.372, -3.595], [3.383, 0.070, 3.486], [1.563, 4.068, 0.447], [3.384, -1.925, -1.347], [0.270, -0.031, 0.247], [3.801, 3.435, 1.246], [-1.674, -0.752, -5.771], [-0.246, 3.607, -5.331], [1.686, 2.545, -4.217], [-2.568, -3.861, 0.968], [-5.870, 3.858, -2.615], [-0.569, 2.148, -3.369], [-0.629, -1.670, -3.716], [2.704, -2.861, 5.337], [4.255, -4.007, -0.463], [2.152, -4.700, 3.791], [1.932, -3.360, -0.009], [5.813, -0.039, 3.864], [5.544, 0.673, 4.667], [-0.982, -2.215, -2.842], [0.104, -0.946, -3.367], [4.299, -1.825, -1.927], [4.668, -1.062, 1.295], [-0.168, 1.221, -2.971], [4.093, 3.573, 0.210], [0.508, 4.065, -5.965], [-3.335, 0.251, -4.177], [-0.728, 2.907, -2.602], [-1.587, -1.682, -6.343], [-0.819, 4.317, -4.728], [3.272, 0.794, 4.289], [0.805, -2.412, 2.805], [3.994, 2.394, 1.513], [5.771, -1.977, 2.318], [1.167, -3.486, -0.789], [0.683, -1.742, 4.373], [-2.625, -0.351, -6.123], [3.341, -1.090, -0.635], [0.931, 4.019, 2.909], [5.161, -3.645, -0.970], [-1.506, 1.891, -3.863], [2.137, -4.579, 2.704], [-0.169, -2.384, -4.398], [1.346, -5.371, 4.089], [3.993, -2.294, 2.326], [3.149, -5.079, 4.008], [-0.929, 3.088, -6.010], [3.142, 0.560, 2.535], [-0.831, -0.096, -5.991], [1.935, -4.290, 0.553], [2.501, 4.498, 3.506], [-0.150, -3.340, 3.959], [2.128, 2.785, 3.248], [0.520, 4.084, 0.792], [1.923, 1.977, -3.301], [2.570, -1.683, -2.038], [1.535, -2.509, 0.535], [2.594, -0.667, 3.625], [3.627, -3.440, 5.470], [4.458, 4.012, 1.899]], "forces_ev_per_a": [[-0.8, -0.2, 0.7], [-1.1, -0.2, 1.0], [0.2, 0.9, -1.0], [-1.4, 0.0, 0.9], [-0.3, 0.5, 1.5], [-0.1, -0.2, 0.6], [-0.1, -0.2, -0.1], [0.1, 0.2, 0.3], [0.4, -0.2, 0.0], [-0.2, 0.3, -0.5], [0.2, -0.3, 0.0], [0.0, 0.0, 0.0], [-0.2, 0.0, 0.1], [0.2, 0.1, 0.3], [-0.2, 0.3, -0.2], [0.1, -0.1, 0.0], [0.3, 0.0, 0.1], [0.0, 0.4, 0.4], [-0.5, -0.7, -0.3], [0.5, 0.2, 0.2], [0.7, -0.5, -1.0], [0.5, -0.5, -0.2], [2.0, 0.2, 0.9], [0.4, -0.1, -0.7], [0.1, -0.1, -1.0], [0.7, -0.1, 0.7], [-0.7, 0.3, 0.0], [0.0, 0.0, 0.0], [0.5, -0.1, -0.1], [0.2, -0.3, -0.8], [0.2, 0.0, -0.1], [0.3, -0.7, -0.2], [0.5, 0.6, -0.3], [-0.5, 0.1, 0.3], [-0.5, -0.3, -0.9], [0.6, 0.5, 1.3], [0.5, -0.6, -0.2], [0.6, 0.5, 1.0], [-0.1, -0.7, -0.1], [0.9, -1.0, -0.2], [1.1, 0.5, -1.0], [0.2, 0.4, -0.3], [0.3, -0.8, 0.4], [0.4, 0.6, 0.1], [-0.8, -0.7, -0.1], [-0.3, 0.7, -0.7], [-0.6, 0.1, -0.8], [0.8, -0.9, -0.5], [-0.5, 1.3, 0.4], [0.1, 1.2, -0.1], [0.1, -0.1, -0.1], [-0.7, -0.7, -0.5], [-0.1, -0.2, 0.2], [-0.7, 0.3, -0.1], [-1.3, 1.0, -0.4], [0.7, -1.0, -0.2], [0.3, 0.3, -0.4], [-0.4, -0.7, 0.1], [-1.3, 0.7, -1.4], [-1.1, -0.1, 0.6], [-0.1, 0.9, -0.5], [-1.3, -0.7, -0.5], [-0.5, 0.1, 0.4], [0.3, 0.2, -0.1], [0.0, 0.0, 0.1], [0.0, 0.2, -0.2], [0.2, -0.5, 0.2], [0.0, 0.1, 0.0], [0.1, 0.1, 0.3], [-0.2, 0.1, 0.0], [0.2, 0.2, 0.4], [-0.2, -0.2, 0.1], [-0.3, -0.3, 0.2], [0.4, 0.0, 0.1], [0.0, 0.3, -0.5], [0.5, -0.1, 0.1], [0.2, -0.4, 0.0], [-0.2, -0.2, 0.0], [-0.1, -0.2, 0.0], [0.2, -0.1, -0.1], [-0.7, -0.2, 0.3], [0.2, 0.5, 0.1], [0.2, 0.1, -0.1], [0.0, -0.1, -0.1], [0.1, -0.1, 0.0], [-0.1, 0.3, 0.1], [-0.2, -0.2, 0.0], [0.1, 0.1, 0.0], [0.2, -0.3, 0.0], [0.0, 0.0, 0.4], [-0.1, 0.0, 0.5], [-0.1, -0.1, 0.2], [-0.1, 0.2, 0.1], [-0.1, 0.1, 0.0], [0.1, 0.2, 0.2], [0.4, 0.2, -0.4], [-0.2, 0.3, 0.2], [0.0, 0.0, 0.2], [-0.1, 0.4, -0.3], [0.1, -0.1, -0.1], [-0.2, -0.6, 0.0], [0.6, -0.1, 0.5], [0.2, -0.2, 0.2], [0.0, -0.1, 0.4], [-0.1, 0.3, -0.1]], "spin_multiplicity": 6, "total_energy_ev": -176569.743, "homo_lumo_gap_ev": [8.379, 8.412], "max_force_ev_per_a": 2.22, "relative_energy_kcal_mol": 0.0, "charge": -2, "e_homo_ev": [-4.893, -4.926], "lumo_ev": [3.49, 3.49]}